No. 1
C23H41F5LaOP2Te as an isolated structure in a non-equilibrium geometry, computed with wB97M-V/def2-TZVPD.

Computed properties:
* E_tot: -66876.651 eV
* Kohn-Sham gap (alpha / beta): 5.615 / 4.266 eV
* energy above the lowest of the compared OMol25 structures with the same formula, charge and spin: 6.79 kcal/mol
* LUMO energy (alpha / beta): -2.88 / -4.33 eV
* HOMO energy (alpha / beta): -8.50 / -8.60 eV
* total charge: +1

Last column: Mulliken charge in e.
CARTESIAN COORDINATES (ANGSTROEM)
La 3.49 -0.43 0.25  1.99
C -1.49 -1.24 3.55  0.79
C -1.14 -2.37 2.77  0.52
C 0.42 -2.15 4.45  0.36
C -0.52 -1.09 4.58  0.18
C 0.03 -2.94 3.33  0.58
C -2.64 -0.35 3.31  -0.81
H -2.44 0.39 2.52  -0.43
H -2.91 0.20 4.22  0.34
H -3.51 -0.93 2.99  0.42
C -0.46 0.00 5.57  -1.51
H -1.47 0.38 5.79  0.40
H 0.13 0.85 5.20  0.21
H 0.00 -0.34 6.50  0.40
C 1.64 -2.33 5.26  -1.43
H 1.52 -1.86 6.24  0.37
H 2.52 -1.88 4.77  0.17
H 1.85 -3.40 5.41  0.38
C 0.78 -4.08 2.78  -1.29
H 1.42 -4.53 3.55  0.38
H 1.42 -3.77 1.95  0.13
H 0.10 -4.86 2.41  0.33
C -1.82 -2.84 1.55  -1.35
H -1.89 -3.94 1.54  0.48
H -1.27 -2.54 0.65  -0.01
H -2.83 -2.43 1.48  0.32
C -2.34 1.95 0.54  -0.41
C -3.20 1.03 0.09  -0.68
C -3.45 0.55 -1.30  -0.89
C -2.72 1.22 -2.50  -1.18
C -1.30 0.64 -2.66  0.35
C -0.52 0.56 -1.43  -1.48
C -0.14 1.82 -0.71  -0.37
C -1.30 2.70 -0.25  -0.93
H -4.53 0.59 -1.52  0.60
H -2.73 2.30 -2.41  0.43
H -3.18 -0.52 -1.34  0.35
H -1.76 3.24 -1.09  0.28
H -2.38 2.22 1.61  0.62
H -3.87 0.55 0.82  0.47
H -0.87 3.45 0.44  0.55
H 0.50 1.57 0.15  0.27
H -0.71 -0.31 -0.78  0.59
H 0.53 2.45 -1.34  0.05
H -3.28 0.99 -3.42  0.53
H -1.43 -0.34 -3.14  0.63
P -0.01 1.40 -3.75  1.12
C -0.30 3.16 -3.80  -1.41
C -0.47 0.74 -5.38  -1.32
P 1.75 -0.17 -1.89  1.34
C 1.66 0.98 -3.35  -1.54
C 1.06 -1.68 -2.71  -1.50
C 3.61 -0.51 -2.36  -1.80
H 0.12 3.68 -2.92  0.32
H -1.37 3.39 -3.90  0.42
H 0.21 3.55 -4.70  0.51
H -0.17 1.44 -6.17  0.46
H -1.56 0.61 -5.42  0.39
H 0.02 -0.23 -5.54  0.43
H 3.62 -0.59 -3.45  0.54
H 4.01 -1.47 -1.97  0.66
H 4.28 0.33 -2.11  0.48
H 2.24 1.88 -3.10  0.64
H 2.12 0.52 -4.24  0.72
H 1.57 -2.52 -2.23  0.51
H 1.30 -1.67 -3.77  0.39
H -0.01 -1.80 -2.55  0.23
F 1.52 -1.42 0.48  -0.85
Te 3.67 3.10 0.89  1.46
F 4.32 3.91 -0.74  -0.46
F 5.02 1.60 0.14  -0.65
F 2.05 3.99 0.34  -0.48
F 4.92 -1.95 0.80  -0.67
O 2.60 1.57 1.05  -0.67

=====

No. 2
C23H41FMnP2 as an isolated structure in a non-equilibrium geometry, computed with wB97M-V/def2-TZVPD.

Computed properties:
* E_tot: -77121.293 eV
* Kohn-Sham gap (alpha / beta): 4.328 / 5.794 eV
* energy above the lowest of the compared OMol25 structures with the same formula, charge and spin: 110.29 kcal/mol
* expectation value of S²: 6.46
* multiplicity: 5
* LUMO energy (alpha / beta): -4.93 / -3.35 eV
* HOMO energy (alpha / beta): -9.26 / -9.15 eV
* total charge: +1

Last column: Mulliken spin population.
CARTESIAN COORDINATES (ANGSTROEM)
Mn -1.01 0.49 -3.29  3.67
C -0.94 -1.69 0.18  0.20
C 0.36 -2.07 -0.23  0.24
C 0.55 -0.16 1.04  0.07
C -0.83 -0.49 0.95  0.10
C 1.29 -1.15 0.32  0.24
C -2.21 -2.39 -0.09  0.04
H -2.05 -3.27 -0.73  0.00
H -2.93 -1.73 -0.59  0.00
H -2.69 -2.75 0.84  0.00
C -1.94 0.28 1.53  -0.01
H -2.86 0.14 0.95  0.00
H -1.70 1.34 1.55  0.01
H -2.15 -0.04 2.57  0.03
C 1.11 1.01 1.74  0.03
H 1.30 0.80 2.81  0.00
H 0.42 1.87 1.68  0.00
H 2.07 1.32 1.29  0.00
C 2.76 -1.23 0.22  -0.01
H 3.21 -1.62 1.15  0.02
H 3.20 -0.24 0.05  0.01
H 3.07 -1.89 -0.59  0.00
C 0.70 -3.19 -1.14  0.00
H 1.10 -4.05 -0.59  0.01
H 1.47 -2.89 -1.87  0.00
H -0.18 -3.53 -1.70  0.01
C -1.66 1.71 -4.54  -0.45
C -2.31 0.40 -5.02  0.05
C -1.53 -0.37 -6.09  -0.01
C -0.02 -0.51 -5.77  0.03
C 0.36 -0.28 -4.29  -0.30
C 1.29 0.93 -4.01  0.02
C 0.92 2.19 -4.84  -0.05
C -0.55 2.39 -5.31  0.03
H -1.66 0.15 -7.06  0.00
H 0.56 0.17 -6.41  0.00
H -1.98 -1.36 -6.24  0.00
H -0.64 2.16 -6.38  -0.01
H -2.35 2.41 -4.06  0.03
H -3.35 0.62 -5.31  -0.02
H -0.74 3.47 -5.23  -0.01
H 1.26 3.08 -4.29  0.00
H 2.25 0.60 -4.46  -0.04
H 1.55 2.18 -5.74  0.00
H 0.32 -1.51 -6.07  -0.01
H 0.68 -1.20 -3.79  -0.03
P -2.93 -0.74 -3.46  -0.03
C -4.39 0.10 -2.78  0.01
C -3.32 -2.44 -3.92  0.01
P 3.54 1.56 -1.85  0.01
C 1.70 1.22 -2.50  0.06
C 4.56 0.60 -3.02  0.00
C 3.86 3.22 -2.59  0.00
H -4.03 0.87 -2.09  0.00
H -5.00 -0.63 -2.22  0.00
H -4.99 0.57 -3.57  0.00
H -2.61 -2.84 -4.66  0.00
H -4.34 -2.54 -4.31  0.00
H -3.22 -3.04 -2.99  0.00
H 3.84 3.14 -3.69  0.00
H 4.86 3.52 -2.26  0.00
H 3.12 3.94 -2.24  0.00
H 1.12 2.08 -2.11  0.00
H 1.40 0.33 -1.90  -0.01
H 5.41 0.21 -2.43  0.00
H 4.96 1.25 -3.81  0.00
H 4.02 -0.25 -3.46  0.00
F -1.54 1.51 -1.73  0.07

=====

No. 3
C23H41IP2V as an isolated structure in a non-equilibrium geometry, computed with wB97M-V/def2-TZVPD.

Computed properties:
* E_tot: -76878.252 eV
* Kohn-Sham gap (alpha / beta): 7.583 / 8.359 eV
* expectation value of S²: 2.03
* multiplicity: 3
* LUMO energy (alpha / beta): -3.81 / -3.11 eV
* HOMO energy (alpha / beta): -11.39 / -11.47 eV
* total charge: +1

Last column: Mulliken spin population.
CARTESIAN COORDINATES (ANGSTROEM)
V -0.03 -0.02 0.10  2.18
C -0.95 -1.75 0.96  0.06
C 0.37 -2.08 0.50  -0.08
C 0.58 -0.43 2.12  -0.07
C -0.82 -0.73 1.97  -0.05
C 1.31 -1.27 1.20  0.06
C -2.23 -2.36 0.51  -0.01
H -2.13 -2.77 -0.51  0.00
H -3.05 -1.64 0.52  -0.01
H -2.52 -3.19 1.16  0.00
C -1.94 -0.13 2.75  0.02
H -2.90 -0.38 2.29  0.00
H -1.87 0.96 2.81  0.00
H -1.93 -0.53 3.77  0.00
C 1.20 0.51 3.09  0.01
H 1.33 0.02 4.06  0.00
H 0.60 1.42 3.24  0.00
H 2.20 0.82 2.75  0.00
C 2.79 -1.30 1.06  -0.01
H 3.24 -1.97 1.82  0.00
H 3.24 -0.31 1.20  -0.01
H 3.10 -1.69 0.08  0.00
C 0.71 -3.14 -0.50  0.03
H 0.94 -4.09 -0.01  0.00
H 1.60 -2.86 -1.08  -0.01
H -0.13 -3.32 -1.19  -0.01
C -1.79 1.47 -6.67  0.00
C -1.85 0.13 -6.68  0.00
C -1.07 -0.81 -7.54  0.00
C 0.32 -0.29 -8.02  0.00
C 1.24 0.18 -6.93  0.00
C 1.30 1.40 -6.39  0.00
C 0.52 2.61 -6.79  0.00
C -0.86 2.34 -7.46  0.00
H -1.64 -1.08 -8.45  0.00
H 0.16 0.47 -8.79  0.00
H -0.93 -1.75 -6.99  0.00
H -0.68 1.96 -8.47  0.00
H -2.55 2.03 -6.11  0.00
H -2.66 -0.35 -6.12  0.00
H -1.34 3.32 -7.60  0.00
H 0.36 3.24 -5.90  0.00
H 2.10 1.62 -5.67  0.00
H 1.10 3.24 -7.49  0.00
H 0.81 -1.13 -8.54  0.00
H 1.99 -0.57 -6.64  0.00
P -1.36 0.27 -2.06  -0.06
C -2.91 1.21 -2.09  0.00
C -1.54 -1.09 -3.26  0.01
P 1.53 0.86 -1.72  -0.05
C 0.04 1.28 -2.78  0.00
C 2.48 -0.27 -2.78  0.01
C 2.56 2.33 -1.45  0.00
H -2.88 2.00 -1.33  0.00
H -3.75 0.54 -1.83  0.00
H -3.10 1.66 -3.07  0.00
H -1.63 -0.72 -4.29  0.00
H -2.43 -1.69 -3.00  0.00
H -0.67 -1.76 -3.19  -0.01
H 2.81 2.83 -2.40  0.00
H 3.49 2.04 -0.94  0.00
H 2.04 3.04 -0.80  0.00
H -0.19 2.34 -2.69  0.01
H 0.23 0.99 -3.83  0.01
H 3.46 -0.48 -2.31  0.00
H 2.62 0.16 -3.78  0.00
H 1.95 -1.23 -2.87  -0.01
I -0.62 2.52 0.68  -0.02